Record 1
{
  "formula": "C34H47N7O7P2SZn",
  "method": "ωB97M-V with the def2-TZVPD basis set",
  "total_charge": 2,
  "molar_mass_g_mol": 825.2,
  "e_above_lowest_kcal_mol": 0.0,
  "largest_force_ev_per_a": 1.93,
  "spin_multiplicity": 1,
  "gap_ev": 8.5,
  "e_lumo_ha": -0.1736,
  "total_energy_ev": -138603.533,
  "elements": ["Zn", "O", "S", "O", "O", "C", "C", "C", "C", "C", "C", "P", "C", "C", "C", "C", "C", "C", "C", "C", "C", "C", "C", "C", "H", "H", "H", "H", "H", "H", "H", "H", "H", "H", "H", "H", "H", "H", "O", "N", "C", "C", "N", "C", "C", "N", "H", "H", "H", "H", "H", "H", "C", "N", "C", "N", "C", "N", "C", "N", "C", "C", "H", "H", "H", "H", "H", "H", "H", "H", "H", "H", "H", "H", "C", "C", "O", "P", "O", "C", "C", "O", "C", "C", "H", "H", "H", "H", "H", "H", "H", "H", "H", "H", "H", "H", "H", "H", "H"],
  "xyz": [[-0.36224, -1.46562, 1.05491], [1.53516, -1.75152, 1.41871], [2.10056, -0.50672, 1.95621], [1.90396, -0.29072, 3.33981], [1.37756, 0.62628, 1.11311], [3.70196, -0.27902, 1.27061], [4.93236, -0.40192, 1.88091], [6.05076, -0.14472, 1.10041], [5.90366, 0.19838, -0.23619], [4.65056, 0.32208, -0.81769], [3.51266, 0.09688, -0.04979], [1.69006, 0.46068, -0.54589], [1.64756, -0.87532, -1.82479], [2.55876, -1.92842, -1.80819], [2.71446, -2.74042, -2.92169], [1.96306, -2.51742, -4.06449], [1.02076, -1.50042, -4.06909], [0.86426, -0.68622, -2.96129], [2.07136, 2.11118, -1.14899], [2.13226, 3.17868, -0.25919], [2.50266, 4.43178, -0.71629], [2.83346, 4.61358, -2.04949], [2.80176, 3.54058, -2.92629], [2.43056, 2.28628, -2.47879], [5.01516, -0.66372, 2.92291], [7.03306, -0.20532, 1.53921], [6.77696, 0.39718, -0.83439], [4.56266, 0.60478, -1.85549], [3.15736, -2.11782, -0.92989], [3.44536, -3.53422, -2.91089], [2.11566, -3.12252, -4.94549], [0.42256, -1.32022, -4.94839], [0.14996, 0.12048, -2.97679], [1.87666, 3.03388, 0.77991], [2.54596, 5.26688, -0.03399], [3.12576, 5.58938, -2.40549], [3.07766, 3.67398, -3.96069], [2.40066, 1.44898, -3.15829], [-1.02164, 0.11798, 0.41901], [-0.21524, 0.58448, -0.69139], [0.84436, -4.59332, -0.21919], [-0.25184, -3.84632, -0.87119], [-0.80294, -2.72602, -0.42479], [-1.77944, -2.37922, -1.32469], [-1.81644, -3.30322, -2.31689], [-0.84854, -4.21772, -2.01559], [1.35876, -3.93872, 0.47811], [1.55396, -4.95882, -0.95949], [0.45236, -5.44722, 0.33381], [-2.36934, -1.49732, -1.19129], [-2.43784, -3.38442, -3.18339], [-0.64634, -5.04732, -2.55399], [-2.64574, -2.24262, 2.73441], [-1.22614, -1.78352, 2.87601], [-0.48734, -2.86202, 3.60821], [-1.09384, -3.17672, 4.86911], [-2.46694, -3.61272, 4.65011], [-3.24474, -2.56312, 3.99911], [-3.23034, -1.38262, 4.85731], [-1.86464, -0.91922, 5.06601], [-1.26234, -0.59792, 3.80081], [-1.10474, -1.98452, 5.71081], [-2.66774, -3.13032, 2.09191], [-3.21574, -1.43972, 2.25501], [0.53566, -2.51582, 3.77521], [-0.47294, -3.75742, 2.97781], [-2.92934, -3.85472, 5.60761], [-2.46724, -4.50462, 4.01891], [-3.67824, -1.64102, 5.81771], [-3.81614, -0.58652, 4.39231], [-0.23854, -0.25362, 3.96751], [-1.83894, 0.19598, 3.31611], [-1.56504, -2.22742, 6.67071], [-0.07904, -1.64692, 5.87771], [-2.09594, 5.10428, 0.03521], [-1.47774, 3.95038, 0.79781], [-0.58394, 3.18898, -0.04379], [-0.96544, 2.00608, -0.98179], [-2.51714, 2.01328, -0.87569], [-3.54004, 1.10938, -1.31879], [-4.80294, 1.94198, -1.45399], [-0.47654, 2.30268, -2.44489], [-0.93634, 3.38258, -3.27679], [-1.89644, 2.85438, -4.32679], [-2.67794, 5.71078, 0.72331], [-2.75874, 4.73738, -0.74549], [-1.31974, 5.72108, -0.40989], [-2.24644, 3.29168, 1.20361], [-0.83584, 4.30908, 1.60391], [-3.65844, 0.33608, -0.55629], [-3.25454, 0.64658, -2.26749], [-4.99974, 2.45128, -0.51419], [-5.65104, 1.31218, -1.70109], [-4.68394, 2.68948, -2.23439], [-0.03744, 3.78958, -3.74589], [-1.40164, 4.15008, -2.65689], [-1.46894, 1.97228, -4.79779], [-2.06224, 3.61588, -5.08239], [-2.85354, 2.58718, -3.88729]],
  "forces_ev_per_angstrom": [[-1.27, -1.40, 0.42], [0.74, -0.25, 0.01], [1.10, 0.63, 0.19], [0.31, 0.23, 0.18], [0.21, -0.64, 0.55], [-0.54, -0.01, -0.09], [0.13, -0.09, 0.17], [-0.18, -0.08, 0.16], [-0.09, 0.03, -0.07], [-0.30, -0.10, 0.15], [-0.21, 0.18, 0.12], [0.37, 0.11, -1.33], [0.23, 0.40, 0.19], [0.08, -0.04, 0.05], [0.01, -0.09, 0.06], [-0.07, 0.09, 0.12], [0.02, 0.06, -0.07], [-0.19, 0.02, 0.02], [0.23, -0.18, -0.08], [0.10, -0.11, 0.07], [0.05, -0.02, -0.02], [-0.02, 0.02, 0.00], [0.07, -0.05, -0.12], [-0.02, 0.05, 0.00], [0.05, -0.06, 0.15], [0.11, -0.02, 0.05], [0.17, 0.01, -0.07], [0.00, 0.08, -0.11], [0.09, -0.02, 0.01], [0.07, -0.10, 0.07], [0.00, -0.08, -0.05], [-0.07, 0.03, -0.11], [-0.05, -0.03, -0.13], [0.03, 0.04, 0.06], [-0.01, 0.04, 0.09], [0.03, 0.10, -0.02], [0.04, 0.05, -0.11], [0.02, -0.05, -0.17], [-0.17, 1.00, -0.46], [-0.54, 0.91, 0.46], [0.02, -0.12, 0.08], [0.13, 0.01, 0.16], [0.22, -0.54, -0.15], [-0.25, -0.16, -0.38], [-0.37, 0.43, 0.06], [0.13, -0.14, 0.07], [0.10, -0.03, 0.01], [0.05, -0.02, 0.03], [0.02, -0.06, 0.01], [-0.10, 0.18, 0.01], [-0.12, -0.03, -0.18], [0.10, 0.08, 0.12], [-0.25, -0.11, -0.32], [-0.09, -0.13, 0.23], [0.28, -0.20, 0.02], [0.20, -0.33, 0.22], [-0.08, -0.17, -0.03], [-0.33, -0.09, -0.05], [-0.12, 0.10, -0.01], [-0.05, 0.28, 0.25], [0.10, 0.47, 0.00], [0.10, 0.04, 0.09], [0.08, 0.11, 0.01], [0.09, -0.05, -0.02], [-0.07, -0.06, -0.06], [0.02, 0.06, -0.02], [0.04, -0.03, -0.04], [-0.01, 0.00, 0.05], [0.00, 0.07, -0.03], [-0.01, -0.02, 0.02], [-0.20, -0.07, -0.08], [0.09, -0.08, -0.07], [0.07, 0.04, -0.06], [-0.04, -0.03, 0.03], [0.20, -0.32, 0.09], [-0.34, 0.51, 0.34], [-0.07, -0.47, -0.41], [0.09, 0.11, -0.56], [0.66, 0.08, 0.01], [-0.60, -0.19, -0.16], [0.36, -0.15, 0.00], [-0.42, -0.38, 0.70], [-0.17, 0.41, -0.49], [0.24, 0.00, 0.33], [-0.06, 0.10, 0.04], [-0.09, 0.01, -0.06], [0.04, 0.12, -0.03], [0.16, -0.01, 0.02], [-0.12, -0.07, -0.03], [0.14, 0.08, -0.05], [0.08, 0.05, 0.06], [-0.10, 0.02, 0.07], [-0.10, -0.10, -0.02], [-0.03, 0.06, -0.07], [-0.10, 0.01, 0.16], [0.09, 0.06, -0.01], [0.02, -0.03, -0.14], [-0.05, 0.06, -0.10], [-0.13, -0.03, 0.03]]
}

=====

Record 2
{
  "formula": "C34H48BiFN6O2S4Si2",
  "method": "ωB97M-V with the def2-TZVPD basis set",
  "molar_mass_g_mol": 985.2,
  "e_above_lowest_kcal_mol": 22.2,
  "largest_force_ev_per_a": 1.61,
  "spin_multiplicity": 1,
  "gap_ev": 6.3,
  "e_lumo_ha": -0.0050,
  "total_energy_ev": -116725.011,
  "elements": ["Bi", "C", "C", "N", "O", "C", "C", "N", "O", "H", "H", "H", "H", "H", "H", "H", "C", "C", "N", "C", "C", "S", "C", "C", "S", "C", "N", "C", "H", "H", "H", "H", "H", "H", "H", "H", "C", "Si", "C", "C", "C", "C", "C", "C", "C", "C", "N", "Si", "C", "C", "C", "H", "H", "H", "H", "H", "H", "H", "H", "H", "H", "H", "H", "H", "H", "H", "H", "H", "H", "H", "H", "H", "H", "S", "C", "N", "C", "C", "S", "H", "H", "H", "H", "H", "F", "C", "C", "C", "C", "C", "C", "C", "H", "H", "H", "H", "H", "H"],
  "xyz": [[-0.13106, -0.21006, 0.60474], [3.52127, 2.27839, 0.97832], [2.18393, 1.75873, 0.53575], [1.97610, 0.39126, 0.58222], [2.92572, -0.35654, 1.33817], [1.22190, 2.56156, 0.05084], [1.30801, 4.05931, 0.00149], [-0.02932, 1.97067, -0.38557], [-1.08833, 2.73595, -0.17693], [4.27458, 2.10494, 0.20772], [3.82986, 1.76287, 1.88494], [3.46772, 3.34184, 1.17744], [3.68789, -0.47002, 0.75473], [2.13587, 4.40125, -0.61766], [1.42535, 4.47838, 1.00111], [0.37405, 4.43185, -0.41208], [-0.76908, -4.41826, 0.66079], [0.58474, -4.14751, 0.13212], [0.84930, -3.33703, -0.82895], [2.18066, -3.26850, -1.11714], [2.95871, -4.08514, -0.34309], [1.99713, -4.95989, 0.77667], [2.65615, -2.40165, -2.17370], [3.95138, -2.31877, -2.61275], [4.08792, -1.19048, -3.89771], [2.35482, -0.89609, -3.75656], [1.78996, -1.59017, -2.84298], [1.66486, 0.05370, -4.65729], [-1.40829, -3.55442, 0.49174], [-0.72708, -4.63520, 1.72611], [-1.20739, -5.27907, 0.15291], [4.01999, -4.21841, -0.37300], [4.81048, -2.85302, -2.26393], [1.79728, -0.24398, -5.69768], [2.07016, 1.05914, -4.54977], [0.60704, 0.07697, -4.41027], [-3.36460, -1.92427, 1.96817], [-3.01053, -0.06929, 2.30695], [-3.44896, 0.89797, 0.73451], [-4.13998, 0.43084, 3.76440], [-1.14598, 0.12848, 2.68025], [-0.51925, -1.04158, 3.28429], [-0.89614, -1.70871, 4.45251], [-0.16591, -2.80168, 4.87153], [0.94699, -3.20610, 4.13752], [1.27482, -2.49268, 3.00290], [0.54054, -1.47512, 2.58314], [-0.59327, 1.71605, 3.61913], [-1.34896, 3.25260, 2.81814], [1.31285, 1.80303, 3.67217], [-1.12650, 1.59033, 5.45689], [-4.41628, -2.14972, 2.11364], [-2.79687, -2.58857, 2.61185], [-3.12718, -2.16959, 0.93778], [-4.41020, 1.39311, 0.82953], [-3.51873, 0.22362, -0.11479], [-2.70860, 1.66060, 0.48887], [-5.17970, 0.32591, 3.47259], [-3.98510, 1.46248, 4.05632], [-3.98583, -0.19309, 4.63856], [-1.75272, -1.36560, 5.00641], [-0.44176, -3.33284, 5.77166], [1.53726, -4.05416, 4.44075], [2.15242, -2.71988, 2.41512], [-1.24422, 3.22475, 1.73242], [-0.85783, 4.15233, 3.17523], [-2.40690, 3.34781, 3.03620], [1.67865, 2.58598, 3.01855], [1.75827, 0.86805, 3.34997], [1.67800, 2.01578, 4.67277], [-2.18205, 1.37761, 5.56900], [-0.93218, 2.53276, 5.95962], [-0.57090, 0.82179, 5.98506], [-2.39258, -1.39689, -1.97067], [-1.68980, -2.12142, -3.25686], [-0.65649, -2.95381, -3.17964], [-0.24016, -3.63487, -4.37797], [-0.75387, -2.81782, -5.55971], [-2.21639, -1.91765, -4.93288], [-0.16543, -3.07164, -2.28343], [-0.67381, -4.64499, -4.39219], [0.84758, -3.72729, -4.40474], [-1.06077, -3.43682, -6.39756], [-0.02600, -2.07935, -5.89475], [-0.95787, 5.72855, -5.40165], [-0.70266, 4.72866, -4.52600], [-1.73080, 3.88476, -4.15049], [-1.44904, 2.86006, -3.26858], [-0.15959, 2.66673, -2.78245], [0.06778, 1.53306, -1.83027], [0.85423, 3.53042, -3.18031], [0.58696, 4.57239, -4.05110], [-2.72441, 4.02848, -4.54549], [-2.23751, 2.19598, -2.95012], [1.04051, 1.05768, -1.96192], [-0.73257, 0.80848, -1.98806], [1.85960, 3.39769, -2.80566], [1.35813, 5.25801, -4.36786]],
  "forces_ev_per_angstrom": [[-0.01, 0.16, -0.43], [-0.22, -0.14, 0.04], [0.20, 0.34, 0.06], [-0.03, -0.57, -0.46], [-0.05, 0.15, 0.29], [0.33, 0.43, 0.19], [-0.08, -0.11, -0.02], [0.94, -1.31, 0.05], [-0.98, 0.53, -0.11], [0.11, 0.01, -0.03], [0.08, 0.05, 0.03], [0.03, 0.13, -0.03], [-0.22, -0.03, -0.13], [0.10, 0.10, -0.02], [0.00, 0.15, 0.06], [0.00, 0.07, 0.03], [-0.24, -0.11, 0.08], [0.47, -0.69, 0.61], [-0.23, 0.36, -0.15], [0.64, -0.73, 0.73], [-0.32, 0.03, -0.01], [-0.35, 0.44, -0.56], [1.17, 0.23, -0.54], [-0.33, 0.16, -0.08], [-0.68, -0.09, 0.35], [1.00, 0.04, -0.41], [-0.67, 0.11, 0.37], [-0.04, 0.20, -0.17], [-0.03, 0.03, -0.05], [-0.06, 0.00, 0.08], [-0.06, 0.00, 0.01], [0.27, 0.01, -0.03], [0.20, -0.17, 0.12], [-0.06, 0.02, -0.05], [-0.04, 0.08, 0.01], [-0.11, 0.02, -0.01], [0.27, 0.63, 0.13], [-0.50, -0.11, 0.05], [0.20, -0.30, 0.63], [0.48, -0.10, -0.54], [-0.59, 0.97, -0.08], [0.25, -0.30, 0.10], [0.01, -0.07, 0.04], [0.07, 0.05, -0.13], [-0.03, 0.03, 0.01], [0.20, -0.33, 0.26], [0.19, 0.03, 0.04], [-0.05, 0.24, 0.22], [0.27, -0.56, 0.26], [-0.63, -0.03, -0.07], [0.09, -0.05, -0.71], [-0.25, 0.05, 0.04], [0.11, -0.14, 0.19], [0.08, -0.03, -0.27], [-0.23, 0.07, 0.09], [-0.04, -0.13, -0.13], [0.15, 0.17, -0.04], [-0.23, -0.05, -0.15], [0.05, 0.28, 0.07], [0.10, -0.16, 0.19], [-0.15, 0.09, 0.12], [-0.06, -0.02, 0.04], [0.14, -0.08, 0.07], [0.00, -0.01, -0.05], [0.08, -0.09, -0.13], [0.15, 0.17, 0.22], [-0.31, -0.03, 0.15], [0.04, 0.16, -0.21], [0.16, -0.23, -0.09], [-0.06, 0.03, 0.23], [-0.30, -0.06, 0.02], [0.10, 0.25, 0.04], [0.15, -0.19, 0.07], [-0.65, 0.43, 0.43], [0.57, -0.56, -0.38], [-0.45, 0.13, -0.23], [-0.05, -0.34, -0.14], [-0.20, 0.30, 0.00], [0.17, -0.15, 0.22], [-0.25, 0.14, -0.14], [0.10, 0.10, -0.07], [-0.02, 0.01, 0.02], [0.10, -0.05, -0.03], [0.04, -0.09, -0.01], [0.01, -0.05, 0.08], [0.07, -0.10, 0.04], [0.07, 0.21, -0.16], [0.21, 0.03, 0.00], [-0.01, -0.07, 0.03], [-0.16, 0.22, 0.10], [-0.18, -0.16, -0.01], [-0.13, 0.18, -0.18], [-0.08, 0.07, -0.04], [-0.08, -0.10, 0.07], [0.03, -0.10, -0.01], [0.08, -0.12, -0.04], [0.08, -0.06, 0.06], [0.05, 0.06, -0.05]]
}

=====

> Which formula does entry 1 have?

C34H47N7O7P2SZn